(1)
46
Properties=species:S:1:pos:R:3:forces:R:3:nbo_charge:R:1 method="wB97M-V/def2-TZVPD" total_charge=+2 gap_ev=5.57 relative_energy_kj_mol=98.2
Au 0.60434 2.43658 -0.33314 0.892 -0.194 -0.398 0.88
C 0.93555 4.61063 2.26595 -0.070 -0.320 -0.125 -0.25
O 0.59815 3.23403 1.88615 -0.044 0.279 0.306 -0.51
C 0.49808 2.30775 2.84754 0.180 0.439 0.098 0.40
C 0.85538 2.53522 4.17277 -0.046 -0.101 -0.032 -0.31
C 0.64398 1.53767 5.10334 0.027 0.051 0.072 -0.04
C 0.07836 0.29121 4.76600 -0.025 0.001 0.034 -0.22
C -0.26334 0.04724 3.47365 -0.016 0.085 0.109 -0.14
C -0.03870 1.04526 2.48789 -0.577 -0.452 -0.439 0.08
N -0.29285 0.84015 1.17001 0.425 0.455 0.041 -0.14
N -0.80897 -0.26154 0.84109 -0.604 -0.945 -0.261 -0.23
C -1.31308 -0.61138 -0.35198 0.414 0.693 0.563 0.26
C -1.60981 0.38298 -1.48005 -0.280 -0.271 -0.519 0.48
O -1.38961 1.57052 -1.36070 -0.240 0.174 0.425 -0.51
C -2.10180 -0.15285 -2.75486 0.205 0.237 0.442 -0.28
C -2.27162 -1.46035 -2.90444 0.029 -0.538 0.133 -0.09
C -1.98076 -2.42397 -1.83308 -0.128 0.332 -0.273 -0.02
C -2.15797 -3.76580 -2.06174 -0.018 -0.382 0.005 -0.17
C -1.89774 -4.69691 -1.05195 -0.033 0.079 -0.100 -0.07
C -1.46710 -4.28347 0.20565 0.038 0.018 -0.012 -0.21
C -1.28660 -2.94112 0.45701 0.002 -0.148 -0.037 -0.10
C -1.52551 -1.99196 -0.56048 0.023 -0.009 -0.164 -0.06
H 0.34728 4.88926 3.13470 -0.013 0.066 0.004 0.21
H 0.65217 5.21470 1.41301 0.043 0.028 -0.036 0.23
H 2.00266 4.67425 2.45686 0.038 0.034 0.039 0.22
H 1.28774 3.47306 4.47915 0.031 0.032 0.036 0.26
H 0.92843 1.72688 6.13092 -0.002 -0.021 -0.004 0.25
H -0.06750 -0.46238 5.52615 0.025 0.019 0.026 0.26
H -0.67534 -0.90209 3.16539 0.029 0.027 0.001 0.24
H -2.32187 0.56375 -3.53280 0.005 0.069 0.032 0.26
H -2.63915 -1.85492 -3.84412 -0.010 -0.064 0.030 0.25
H -2.50713 -4.09633 -3.03128 0.009 -0.062 0.022 0.24
H -2.04747 -5.75025 -1.25051 -0.008 0.005 0.011 0.25
H -1.28992 -5.01164 0.98414 0.002 -0.005 0.004 0.25
H -0.98204 -2.61202 1.43928 -0.031 0.044 -0.029 0.24
Br 2.70010 -2.64139 -1.83325 0.061 -0.228 0.115 0.14
C 2.36795 -0.89690 -2.41017 0.011 0.056 -0.045 -0.13
C 2.35803 -0.58196 -3.75881 -0.005 0.070 -0.103 -0.15
C 2.06826 0.72124 -4.12274 0.042 -0.047 -0.048 -0.22
C 1.77134 1.64750 -3.14147 0.009 0.182 0.177 0.05
N 1.79319 1.34117 -1.83520 -0.233 0.117 -0.184 -0.55
C 2.11258 0.08693 -1.47686 -0.059 0.184 0.076 0.00
H 2.57767 -1.33537 -4.50313 -0.004 -0.007 0.005 0.26
H 2.06523 1.01943 -5.16156 -0.016 0.011 0.005 0.26
H 1.51525 2.66641 -3.39422 -0.006 0.006 0.001 0.23
H 2.17414 -0.12920 -0.41814 -0.071 0.000 -0.003 0.22

***

(2)
50
Properties=species:S:1:pos:R:3:forces:R:3:nbo_charge:R:1 method="wB97M-V/def2-TZVPD" gap_ev=8.88 smiles=Cn1nnc(N[C@](Cc2ccccc2)(c2cc(F)cc(C(F)(F)F)c2)c2ccc(Cl)cn2)n1 relative_energy_kj_mol=175.8
C -5.42266 -0.68715 1.06149 0.467 0.950 -0.535 -0.42
N -4.51300 -0.57809 -0.07930 -1.019 -0.101 -1.437 -0.03
N -4.92923 0.03573 -1.21610 2.491 -0.433 1.260 0.00
N -3.83502 0.39029 -1.85046 -0.505 -1.505 1.458 -0.29
C -2.78205 -0.08594 -1.03352 1.231 3.053 -3.462 0.45
N -1.52025 0.28682 -1.49950 -0.776 -1.220 0.300 -0.63
C -0.24247 0.08473 -0.82052 0.256 0.167 -2.339 0.06
C -0.03616 -1.40051 -0.43286 -0.104 -0.110 1.189 -0.43
C 1.41725 -1.83396 -0.06850 -0.885 -0.629 -3.143 -0.05
C 2.28793 -2.30605 -1.13902 -0.780 -0.710 0.487 -0.18
C 3.49264 -2.95673 -0.87459 -1.248 1.054 -0.995 -0.22
C 3.92886 -2.98574 0.42180 0.808 0.561 2.334 -0.22
C 3.20376 -2.46834 1.47810 -3.652 0.927 -3.523 -0.19
C 1.85065 -1.91105 1.19370 3.501 -0.421 2.713 -0.21
C -0.32164 1.08295 0.28068 1.167 0.972 3.905 0.01
C 0.09684 2.44222 0.16149 -0.835 -0.754 -1.039 -0.22
C -0.01940 3.33989 1.24013 0.064 -1.179 -0.963 0.39
F 0.45373 4.59389 1.16758 -0.212 -0.241 -0.277 -0.31
C -0.60372 2.90843 2.38011 -0.295 -1.370 1.791 -0.26
C -0.97354 1.55606 2.58378 -0.785 -0.014 -0.193 -0.11
C -1.56611 1.11628 3.93545 0.837 0.144 1.912 0.99
F -2.23703 -0.12990 4.02197 1.770 2.783 -0.533 -0.32
F -0.40930 1.06831 4.79416 -2.424 -0.419 -1.059 -0.35
F -2.40833 2.05093 4.51868 1.216 -1.529 -1.096 -0.32
C -0.77622 0.61987 1.60427 -0.327 0.724 -2.414 -0.21
C 0.93106 0.42521 -1.84624 1.079 0.781 -0.542 0.26
C 2.22042 0.77615 -1.24677 -1.997 -1.024 -3.715 -0.23
C 3.26183 0.91231 -2.11704 -0.887 0.625 -3.164 -0.18
C 3.01193 0.94911 -3.56718 0.160 -0.303 1.547 -0.07
Cl 4.26299 1.31506 -4.72889 -0.037 -0.081 0.573 0.01
C 1.75899 0.68567 -4.05793 -0.462 -0.227 0.654 -0.01
N 0.76622 0.36748 -3.19376 -0.676 0.191 2.123 -0.45
N -3.14359 -0.61561 0.06790 -1.975 -0.786 0.961 -0.34
H -6.45077 -0.96405 0.88707 0.044 -0.670 -0.941 0.23
H -5.51473 0.34555 1.33320 0.045 0.456 1.289 0.21
H -4.96801 -1.33294 1.77978 0.232 -0.096 0.606 0.23
H -1.50623 0.64259 -2.43732 0.040 -0.077 -0.260 0.44
H -0.78070 -1.68388 0.36056 1.032 0.325 -0.401 0.24
H -0.43324 -1.96914 -1.26178 0.412 -0.169 -0.579 0.24
H 1.93284 -2.23808 -2.17594 0.071 0.012 0.470 0.22
H 4.13462 -3.36392 -1.64934 -0.275 0.173 -0.117 0.22
H 4.94546 -3.24908 0.66126 0.204 -0.621 -0.149 0.21
H 3.53907 -2.44301 2.44409 0.968 -0.010 2.205 0.21
H 1.36573 -1.41599 2.04392 -0.301 -0.515 -0.412 0.22
H 0.34456 2.81819 -0.85624 0.193 -0.240 0.989 0.23
H -0.67711 3.50721 3.24906 -0.106 1.015 0.493 0.24
H -1.20497 -0.37770 1.71568 0.503 0.330 0.063 0.25
H 2.30073 0.85338 -0.22726 0.406 0.079 2.214 0.24
H 4.26236 1.10798 -1.86501 1.080 0.209 0.763 0.23
H 1.50501 0.71457 -5.14081 0.285 -0.077 0.989 0.22

***

(3)
55
Properties=species:S:1:pos:R:3:forces:R:3:nbo_charge:R:1 method="wB97M-V/def2-TZVPD" total_charge=-1 gap_ev=4.44 relative_energy_kj_mol=0.0
C 0.05589 -4.72864 -1.96165 -0.284 1.907 1.098 -0.26
O 0.10314 -3.31375 -1.42236 3.254 -2.433 -1.688 -0.56
C -0.97727 -2.61306 -1.15294 -4.014 1.393 0.872 -0.63
S -1.04028 -1.57971 0.28245 -0.482 -2.400 -2.651 2.16
C -1.15638 -2.75365 1.60988 0.226 0.146 0.047 -0.32
C -2.41791 -3.20688 1.99480 0.146 -0.125 0.375 -0.19
C -2.49987 -4.23811 2.93066 0.169 0.244 -0.216 -0.23
C -1.32764 -4.81195 3.43729 0.144 -0.069 -0.066 -0.18
C -0.06912 -4.35502 3.02583 -0.250 0.014 -0.064 -0.24
C 0.02040 -3.31357 2.10477 -0.213 -0.022 0.183 -0.20
O 0.22012 -0.87893 0.42297 -0.013 0.288 0.568 -0.97
O -2.29327 -0.85192 0.23930 0.311 0.058 0.264 -0.97
S -2.37474 -2.59811 -2.25582 1.767 1.372 1.507 2.15
C -2.32419 -0.87746 -2.78713 -0.654 -0.077 -0.053 -0.31
C -3.33453 -0.00004 -2.40594 0.176 0.152 -0.234 -0.20
C -3.22835 1.34605 -2.75623 0.082 -0.221 -0.237 -0.20
C -2.12278 1.79597 -3.48066 -0.126 -0.051 0.044 -0.22
C -1.11721 0.90252 -3.86378 -0.124 -0.274 0.068 -0.24
C -1.21739 -0.44640 -3.51948 -0.172 0.269 -0.022 -0.14
O -2.05481 -3.35599 -3.45411 -0.117 -0.250 0.223 -0.98
O -3.60457 -2.84618 -1.53579 -0.132 0.101 -0.586 -0.96
H 1.09376 -4.91436 -2.23540 -0.098 -0.124 0.161 0.18
H -0.30382 -5.39451 -1.16863 0.053 -0.001 -0.139 0.17
H -0.58767 -4.74708 -2.84007 0.109 -0.086 0.226 0.22
H -3.30352 -2.74287 1.56345 0.209 -0.142 0.052 0.25
H -3.48457 -4.58583 3.24842 0.332 0.003 -0.029 0.20
H -1.39424 -5.63858 4.14401 0.012 0.195 -0.096 0.19
H 0.85059 -4.80163 3.40777 -0.326 0.036 -0.008 0.20
H 0.97808 -2.91879 1.76872 -0.226 -0.113 0.084 0.24
H -4.18493 -0.36338 -1.83255 0.266 0.016 -0.081 0.24
H -4.02905 2.02361 -2.46361 0.290 -0.042 -0.070 0.21
H -2.04557 2.85065 -3.74221 0.024 -0.211 0.072 0.20
H -0.24985 1.24582 -4.43203 -0.271 -0.034 0.182 0.20
H -0.44395 -1.16258 -3.79856 -0.187 0.192 0.109 0.22
F 1.40118 1.45432 2.09669 -0.703 0.798 -0.509 -0.31
C 0.46836 2.28925 1.57596 0.148 -0.302 -0.441 0.82
F 0.46705 3.43390 2.29800 0.344 -0.516 -0.552 -0.33
F 0.80855 2.58095 0.29144 0.180 0.081 1.198 -0.32
S -1.16762 1.47080 1.60159 -0.333 0.933 0.414 0.51
N -2.08877 2.94884 1.70363 0.158 -1.091 -0.148 -0.85
C -2.36800 3.64563 2.90628 0.603 -1.087 0.551 0.67
O -1.98473 3.30242 4.01360 -0.613 0.887 -1.681 -0.53
C -3.18725 4.82296 2.50330 -0.517 0.690 0.354 -0.15
C -3.64145 4.74648 1.19924 -0.685 0.719 -0.262 -0.23
C -4.42920 5.73215 0.61586 0.068 -0.025 0.150 -0.21
C -4.75591 6.85002 1.38234 0.245 -0.245 0.215 -0.19
C -4.30141 6.95307 2.70858 0.005 -0.230 -0.211 -0.20
C -3.53140 5.93973 3.27993 0.203 -0.432 -0.139 -0.16
S -3.12032 3.30492 0.35783 0.818 -0.608 0.544 2.29
O -2.32978 3.64066 -0.79137 -0.396 -0.052 0.563 -0.88
O -4.15992 2.31337 0.26364 0.582 0.801 0.114 -0.88
H -4.75589 5.60755 -0.41549 0.010 0.165 0.239 0.24
H -5.35826 7.64387 0.95014 0.090 -0.111 0.086 0.22
H -4.55705 7.83443 3.29322 0.050 -0.198 -0.096 0.22
H -3.17450 5.97874 4.31005 -0.139 0.107 -0.287 0.24

***

(4)
48
Properties=species:S:1:pos:R:3:forces:R:3:mulliken_spin:R:1 method="wB97M-V/def2-TZVPD" multiplicity=5 gap_ev="7.89 / 7.78" s2=6.011
Fe 0.80959 0.41992 1.20915 -0.092 0.362 0.052 3.83
C -3.20222 2.28429 0.95283 -0.008 0.038 0.004 0.00
C -1.99304 1.45346 1.22321 -0.018 -0.228 0.106 -0.01
N -0.78934 1.81226 1.00592 -0.084 0.117 0.101 0.00
N -0.46526 3.05644 0.55246 0.023 -0.193 -0.003 0.00
C 0.85540 3.14273 0.57448 0.121 0.128 0.060 -0.02
O 1.64835 2.21555 0.97053 0.113 0.090 -0.032 0.07
C 1.45806 4.42933 0.13615 -0.062 -0.043 -0.041 0.00
C 0.70985 5.35378 -0.58726 -0.006 0.062 0.012 0.00
C 1.28848 6.54334 -0.99971 -0.009 -0.013 0.007 0.00
C 2.61276 6.81944 -0.68470 0.003 -0.002 0.006 0.00
C 3.36008 5.89898 0.03698 0.002 0.007 -0.003 0.00
C 2.78665 4.70310 0.44102 0.034 -0.018 -0.032 0.01
C -2.10167 0.08518 1.80516 0.062 0.164 0.000 0.03
C -3.31531 -0.57233 1.93705 -0.006 -0.022 0.021 0.00
C -3.33479 -1.84970 2.47606 -0.006 0.002 -0.002 0.00
C -2.14546 -2.43466 2.87485 -0.012 0.035 0.007 0.00
C -0.97340 -1.71113 2.71523 -0.078 -0.004 0.017 0.01
N -0.94876 -0.48469 2.20495 -0.063 -0.097 -0.168 0.02
H -2.89004 3.28401 0.66408 -0.004 -0.005 -0.002 0.00
H -3.84468 2.34348 1.83320 0.010 -0.004 0.003 0.00
H -3.78992 1.85156 0.13964 0.006 -0.002 -0.002 0.00
H -0.32098 5.12619 -0.82042 0.008 -0.003 0.000 0.00
H 0.70713 7.25644 -1.57015 0.001 0.000 0.007 0.00
H 3.06248 7.75097 -1.00472 0.000 -0.007 0.000 0.00
H 4.39324 6.11145 0.28041 -0.005 -0.002 0.000 0.00
H 3.35973 3.96697 0.98807 -0.013 0.008 0.006 0.00
H -4.22644 -0.09410 1.60694 -0.004 -0.010 0.006 0.00
H -4.27108 -2.38314 2.57687 0.005 0.002 0.002 0.00
H -2.11529 -3.42846 3.29778 -0.003 0.001 -0.002 0.00
H -0.01533 -2.13116 2.99601 0.012 0.010 -0.025 0.00
O 0.15078 -0.68756 -0.54374 0.096 -0.364 -0.044 0.03
C 0.93689 -1.58485 -0.15307 0.009 0.136 0.058 -0.05
O 1.68202 -1.37507 0.87573 -0.053 -0.155 -0.107 0.05
C 1.00205 -2.89737 -0.84350 0.016 0.034 -0.001 0.01
C 1.97578 -3.81940 -0.48949 -0.008 -0.061 0.015 0.00
C 2.06815 -5.05727 -1.13142 -0.004 0.033 0.027 0.00
C 1.14350 -5.30901 -2.11356 0.037 -0.066 -0.005 0.00
O 1.02122 -6.43049 -2.88219 -0.025 0.011 -0.014 0.00
C -0.09860 -6.20609 -3.74281 0.023 0.056 0.049 0.00
O -0.60950 -4.90298 -3.46972 0.020 -0.041 -0.007 0.00
C 0.16811 -4.39055 -2.46357 -0.056 0.049 -0.020 0.00
C 0.06804 -3.17069 -1.85526 0.031 0.005 -0.037 0.01
H 2.66862 -3.56176 0.29913 0.003 0.016 -0.015 0.01
H 2.82749 -5.78177 -0.87347 -0.008 0.001 0.001 0.00
H -0.86833 -6.95057 -3.53201 -0.008 -0.012 -0.006 0.00
H 0.23043 -6.25727 -4.78144 -0.002 -0.010 -0.013 0.00
H -0.67542 -2.43680 -2.13166 0.003 -0.007 0.017 0.01

***

(5)
45
Properties=species:S:1:pos:R:3:forces:R:3:nbo_charge:R:1 method="wB97M-V/def2-TZVPD" gap_ev=8.60 smiles="CC1=C(C#N)C(c2cn(-c3ccccc3)nc2-c2cccs2)C(C#N)=C(C)N1"
C 3.98953 -1.11159 1.58512 -0.077 0.052 -0.019 -0.66
C 2.53151 -0.87705 1.80556 0.137 0.399 0.006 0.31
C 1.91858 0.30919 1.61102 -0.503 -0.839 0.625 -0.25
C 2.62683 1.43432 1.16798 0.473 0.406 -0.199 0.29
N 3.17484 2.37644 0.80239 0.145 0.256 -0.106 -0.33
C 0.42290 0.50304 1.78253 -0.091 -0.051 -0.175 -0.22
C -0.22913 0.73771 0.45154 -0.200 0.333 -0.146 -0.11
C -1.06972 1.76128 0.08544 0.252 -0.260 0.179 -0.01
N -1.44015 1.54186 -1.19861 0.497 -0.304 0.737 -0.18
C -2.28485 2.30730 -2.00944 -0.574 0.422 -0.695 0.22
C -2.77037 3.54288 -1.59449 0.153 -0.201 0.081 -0.26
C -3.60334 4.26596 -2.42886 -0.044 -0.003 -0.056 -0.19
C -3.95449 3.77164 -3.67344 -0.062 0.070 -0.051 -0.22
C -3.46592 2.54274 -4.08685 -0.018 0.085 0.057 -0.19
C -2.63525 1.81021 -3.26208 0.092 -0.077 0.128 -0.24
N -0.88299 0.42878 -1.67692 0.125 -0.451 -0.529 -0.23
C -0.14460 -0.07603 -0.70574 -0.378 0.705 0.232 0.09
C 0.63141 -1.29423 -0.88074 -0.077 -0.596 -0.111 -0.21
C 1.92656 -1.40871 -1.28194 -0.229 0.058 0.012 -0.23
C 2.37646 -2.74762 -1.32379 0.084 -0.141 0.008 -0.27
C 1.41703 -3.63099 -0.95116 -0.477 -0.014 0.164 -0.42
S -0.06447 -2.85013 -0.55169 0.588 0.243 -0.299 0.45
C -0.18937 -0.73044 2.42588 1.156 -0.051 -0.096 -0.24
C -1.53781 -0.60977 2.78902 -0.625 -0.116 0.231 0.29
N -2.64016 -0.46171 3.07911 -0.289 0.043 0.070 -0.33
C 0.48675 -1.88658 2.58451 -0.308 0.130 0.173 0.31
C -0.11461 -3.13912 3.13027 -0.006 0.086 -0.027 -0.66
N 1.81685 -1.96386 2.24647 0.019 -0.081 -0.015 -0.59
H 4.13059 -1.89045 0.83549 0.006 -0.050 -0.046 0.23
H 4.47434 -0.20211 1.24222 0.045 -0.013 -0.006 0.25
H 4.46587 -1.43683 2.51044 0.023 -0.011 0.045 0.23
H 0.22997 1.38485 2.41065 0.069 -0.177 -0.052 0.23
H -1.41678 2.59304 0.66183 -0.108 0.200 0.078 0.22
H -2.50142 3.94841 -0.63233 0.040 0.034 0.097 0.21
H -3.97790 5.22453 -2.10223 -0.020 0.069 0.035 0.22
H -4.60468 4.34283 -4.31848 -0.053 0.051 -0.052 0.21
H -3.73444 2.15198 -5.05676 -0.012 -0.046 -0.072 0.22
H -2.24327 0.85250 -3.56396 -0.005 -0.037 -0.046 0.25
H 2.53600 -0.56004 -1.53674 0.076 0.209 -0.042 0.24
H 3.36869 -3.03387 -1.62577 0.150 -0.095 -0.060 0.23
H 1.47830 -4.70004 -0.89703 0.070 -0.233 -0.036 0.24
H -1.14815 -2.97061 3.41830 -0.014 -0.043 0.020 0.25
H 0.44443 -3.48371 4.00040 0.023 -0.016 0.049 0.23
H -0.08819 -3.92218 2.37196 0.010 -0.050 -0.042 0.23
H 2.29461 -2.84380 2.36093 -0.065 0.107 -0.048 0.41